Here is a structure of composition C15H21BeN6O2PS from the OMol25 dataset. Energies are from ωB97M-V with the def2-TZVPD basis set.

The geometry in ORCA input format:
```
! wB97M-V def2-TZVPD RIJCOSX def2/J DEFGRID3
* xyz 2 1
Be -0.600 -1.263 -0.402
N -2.755 0.547 2.432
C -2.103 0.196 1.344
S -2.656 -1.016 0.281
N -0.944 0.901 1.079
N -0.326 0.381 -0.066
C -0.098 1.125 -1.090
C -0.129 2.581 -1.117
C 0.493 3.297 -0.092
C 0.457 4.679 -0.098
C -0.217 5.349 -1.112
C -0.848 4.641 -2.127
C -0.794 3.259 -2.142
C 0.139 0.266 -2.290
C 0.589 0.716 -3.507
C 0.686 -0.200 -4.554
C 0.339 -1.518 -4.338
C -0.080 -1.903 -3.072
N -0.180 -1.035 -2.071
H -3.584 0.039 2.694
H -2.490 1.353 2.977
H 1.032 2.770 0.687
H 0.956 5.236 0.683
H -0.247 6.430 -1.113
H -1.379 5.168 -2.909
H -1.301 2.708 -2.926
H 0.868 1.752 -3.639
H 1.028 0.125 -5.528
H 0.395 -2.252 -5.130
H -0.334 -2.932 -2.851
N 1.117 0.046 2.903
C 1.800 -1.108 2.300
P 0.540 -2.336 1.936
O -0.594 -2.259 2.898
O 0.214 -2.306 0.431
C 1.238 -4.011 2.221
N 0.012 -4.881 2.372
H 1.804 0.737 3.181
H 0.647 -0.256 3.751
H -0.287 0.989 1.848
H 2.555 -1.574 2.946
H 2.288 -0.824 1.368
H 1.753 -4.045 3.178
H 1.878 -4.394 1.432
H -0.668 -4.338 2.933
H 0.207 -5.771 2.830
H -0.423 -5.070 1.468
*
```

Summary:
- Total energy: -1817.228835 hartree
- Lowest unoccupied orbital energy: -6.5 eV
- HOMO level: -0.5418 hartree